(1)
The following is a quantum chemistry calculation of one molecule with the formula C3H4O2, from OMol25.

The total energy comes out at -267.17383 a.u. The frontier orbital gap is 0.406 Ha. As for the SMILES: C=CC(=O)O. The value obtained for the HOMO energy is -10.65 eV.

```
9
Properties=species:S:1:pos:R:3:nbo_charge:R:1
C -0.999 0.391 -0.044 0.75
C 0.336 -0.326 -0.078 -0.35
C 1.526 0.308 0.009 -0.30
H -1.816 -1.310 -0.014 0.48
H 0.306 -1.402 -0.035 0.19
H 2.471 -0.240 0.103 0.22
H 1.391 1.385 0.049 0.23
O -2.077 -0.382 0.027 -0.65
O -1.138 1.576 -0.018 -0.56
```

***

(2)
The following is a quantum chemistry calculation of C33H37FN9O6S2SeTi as an isolated structure, from OMol25.

The total energy comes out at -6371.09945 a.u. The frontier orbital gap is 0.250 Ha. The total charge is +1. The value obtained for the HOMO energy is -10.43 eV.

```
90
Properties=species:S:1:pos:R:3:lowdin_charge:R:1
Ti 0.185 0.358 0.948 0.99
C 6.659 0.966 0.153 -0.08
C 5.394 1.240 -0.643 -0.23
N 4.326 1.781 0.193 -0.01
C 3.269 1.083 0.636 -0.77
S 2.178 1.864 1.750 0.74
N 3.138 -0.166 0.249 0.03
N 1.994 -0.745 0.747 -0.09
C 1.940 -2.028 0.744 -0.23
C 3.072 -2.916 0.365 0.01
C 0.641 -2.598 1.146 -0.19
C 0.405 -3.959 1.194 0.03
C -0.843 -4.403 1.603 -0.01
C -1.808 -3.480 1.963 -0.01
C -1.507 -2.133 1.864 -0.07
N -0.318 -1.706 1.445 0.03
H 7.437 0.566 -0.498 0.08
H 6.467 0.241 0.945 0.08
H 7.044 1.878 0.612 0.07
H 5.017 0.328 -1.096 0.10
H 5.585 1.957 -1.443 0.12
H 4.456 2.689 0.607 0.12
H 3.961 -2.330 0.169 0.07
H 2.813 -3.480 -0.535 0.11
H 3.275 -3.632 1.163 0.10
H 1.182 -4.656 0.919 0.12
H -1.054 -5.463 1.649 0.12
H -2.784 -3.786 2.310 0.12
H -2.220 -1.364 2.131 0.13
C -5.256 0.563 -4.328 -0.05
C -5.513 -0.230 -3.060 -0.17
N -4.528 0.078 -2.004 0.00
C -3.380 -0.607 -1.989 0.06
C -2.384 -0.402 -1.065 -0.02
C -1.056 -1.067 -1.252 -0.54
O -0.932 -2.163 -1.735 0.13
O -0.069 -0.278 -0.857 -0.15
C -2.619 0.494 -0.007 -0.26
O -1.764 0.725 0.927 -0.14
C -3.864 1.174 0.021 -0.06
C -4.196 2.012 1.099 0.09
C -5.322 2.759 1.065 -0.17
F -5.592 3.509 2.142 0.09
C -6.147 2.836 -0.100 -0.13
C -5.870 1.909 -1.104 0.06
C -4.773 1.047 -1.035 -0.11
N -7.100 3.808 -0.313 -0.03
C -6.952 4.476 -1.625 -0.13
C -7.901 5.642 -1.849 -0.19
N -8.010 6.432 -0.638 -0.06
C -8.628 5.601 0.384 -0.19
C -7.600 4.594 0.832 -0.14
H -5.961 0.262 -5.103 0.09
H -4.248 0.384 -4.702 0.08
H -5.370 1.634 -4.158 0.08
H -5.457 -1.302 -3.240 0.13
H -6.502 -0.031 -2.656 0.12
H -3.243 -1.345 -2.770 0.16
H -3.540 2.076 1.957 0.15
H -6.520 1.890 -1.963 0.11
H -7.140 3.752 -2.416 0.11
H -5.918 4.823 -1.739 0.10
H -8.879 5.269 -2.188 0.12
H -7.475 6.253 -2.645 0.13
H -8.552 7.268 -0.806 0.12
H -5.816 6.641 -0.215 0.05
H -9.528 5.092 0.006 0.13
H -8.914 6.208 1.242 0.13
H -8.031 3.905 1.555 0.13
H -6.801 5.145 1.323 0.11
N 0.143 2.327 -0.366 0.02
C -0.927 3.281 -0.409 -0.27
C -1.577 3.524 -1.609 -0.01
C -2.528 4.530 -1.700 -0.04
C -2.805 5.299 -0.584 -0.27
C -2.190 5.032 0.639 -0.02
C -1.272 4.001 0.732 0.00
S -3.777 6.753 -0.795 0.61
O -4.350 6.743 -2.106 -0.28
O -4.968 6.531 0.242 -0.15
O -3.009 7.852 -0.322 -0.23
H 0.971 2.770 0.036 0.02
H 0.386 1.998 -1.296 0.11
H -1.309 2.954 -2.492 0.12
H -3.005 4.761 -2.642 0.12
H -2.409 5.643 1.505 0.13
H -0.782 3.787 1.675 0.13
Se -1.388 0.609 5.443 0.67
C -0.575 0.543 3.911 -0.90
N -0.033 0.507 2.859 -0.14
```